<A>
Computed, not measured: a cluster of 15 separate species, C4H39NO16 in total, with the ωB97M-V functional and the def2-TZVPD basis.

The calculation puts the molar mass at 357.35 g/mol. As for the total charge: 0. For the HOMO energy, the calculation gives -9.66 eV.

Atoms and positions in Å:
C -1.055 -2.056 2.862
O -1.518 -3.464 3.196
C -1.748 -1.668 1.569
C -2.637 -0.396 1.745
C -3.219 0.183 0.434
O -1.760 0.656 2.243
N -0.726 -1.428 0.488
H -0.001 -2.318 2.851
H -1.447 -1.565 3.694
H -2.621 -2.355 1.294
H -3.228 -0.554 2.639
H -3.992 0.967 0.591
H -3.954 -0.483 -0.056
H -2.492 0.623 -0.203
H -1.299 1.264 1.686
H -0.275 -2.216 0.100
H -0.010 -0.827 0.856
H -1.884 -3.378 4.069
H 1.367 -5.388 -2.119
H 0.951 -3.964 -1.648
O 0.714 -4.700 -2.229
H 3.994 -1.752 -2.909
H 2.994 -1.506 -1.746
O 3.087 -1.968 -2.581
H 0.131 1.809 -0.885
H -0.884 0.924 -0.533
O -0.623 1.793 -0.193
H -0.722 1.368 -3.339
H 0.167 0.160 -2.748
O 0.042 1.114 -2.701
H 1.731 -3.617 0.733
H 3.055 -3.525 1.186
O 2.506 -4.214 0.707
H -1.060 3.313 -3.717
H -2.110 2.622 -2.821
O -1.691 2.592 -3.692
H -2.377 3.570 -0.581
H -3.575 4.162 -1.503
O -2.668 3.828 -1.459
H -0.115 0.397 4.033
H 1.381 0.473 3.927
O 0.648 0.587 4.604
H -0.303 -2.603 -3.589
H -0.759 -2.048 -2.222
O -0.492 -1.777 -3.138
H 2.964 1.064 -1.464
H 3.622 1.608 -0.272
O 3.324 0.673 -0.625
H 1.298 2.154 -3.350
H 1.377 2.451 -4.855
O 1.928 2.320 -4.082
H 1.206 3.718 3.878
H -0.271 3.297 3.696
O 0.554 3.416 3.180
H 1.482 2.545 1.451
H 2.254 3.791 0.948
O 1.831 2.971 0.673
H 2.772 -1.311 0.239
H 1.920 -0.217 0.695
O 2.216 -1.113 0.996

***

<B>
Computed, not measured: a cluster of 17 separate species, C4H39NO16 in total, with the ωB97M-V functional and the def2-TZVPD basis.

The calculation puts the molar mass at 357.35 g/mol. As for the total charge: 0. For the HOMO energy, the calculation gives -8.03 eV.

Atoms and positions in Å:
N -1.072 1.608 1.434
C -0.838 0.394 0.806
C 0.377 -0.008 0.364
C 0.548 -1.258 -0.344
C 1.736 -1.815 -0.593
H -1.960 1.656 1.996
H -0.325 1.981 1.925
H -1.739 -0.217 0.559
H 1.250 0.585 0.550
H -0.419 -1.771 -0.669
H 1.887 -2.771 -1.065
H 2.666 -1.437 -0.284
H -0.668 -1.959 3.131
H -1.712 -2.373 2.184
O -1.576 -1.840 3.037
H -0.952 3.515 0.233
H -0.791 2.662 -1.125
O -0.369 3.401 -0.564
H 3.135 1.040 -1.258
H 1.773 1.813 -1.362
O 2.463 1.359 -1.870
H 3.761 0.015 0.757
H 3.531 1.459 0.614
O 4.009 0.738 0.235
H 0.303 1.276 -3.988
H 0.636 0.179 -4.986
O -0.100 0.850 -4.733
H -3.177 0.889 -0.788
H -3.603 0.430 0.616
O -3.857 0.362 -0.312
H 1.793 1.833 2.258
H 0.932 0.805 2.969
O 1.815 1.224 2.983
H 1.038 2.953 0.310
H 2.242 3.671 0.890
O 1.834 2.823 0.810
H 1.850 0.009 -2.755
H 1.952 -1.485 -2.989
O 1.473 -0.685 -3.269
H 0.656 -2.815 1.711
H 1.688 -1.926 2.320
O 0.994 -2.481 2.561
H -2.434 2.137 -2.494
H -1.554 0.800 -2.142
O -1.974 1.632 -1.742
H -3.426 -1.219 -0.860
H -2.209 -1.574 -1.876
O -2.878 -1.935 -1.267
H -2.512 -0.474 2.953
H -4.011 -0.062 2.940
O -3.136 0.299 2.776
H 3.782 -1.272 2.754
H 2.674 -0.135 2.483
O 3.134 -0.935 2.109
H -0.202 -0.713 -2.783
H -1.374 -0.455 -3.799
O -1.159 -0.636 -2.860
H -2.109 -4.147 0.762
H -2.119 -2.764 0.014
O -1.674 -3.235 0.736

***

<C>
Computed, not measured: a cluster of 16 separate species, C4H39NO16 in total, with the ωB97M-V functional and the def2-TZVPD basis.

The calculation puts the molar mass at 357.35 g/mol. As for the total charge: 0. For the HOMO energy, the calculation gives -9.77 eV.

Atoms and positions in Å:
C -0.420 1.022 0.468
C -0.871 0.713 -0.907
N -2.074 0.089 -1.226
C -2.363 -0.140 -2.645
C -2.989 -0.451 -0.230
O -0.164 1.060 -1.852
H -1.152 0.595 1.114
H 0.529 0.543 0.814
H -0.197 2.011 0.749
H -3.369 -0.562 -2.752
H -1.603 -0.803 -3.100
H -2.396 0.740 -3.283
H -3.870 0.230 -0.094
H -3.031 -1.507 -0.345
H -2.598 -0.199 0.841
H 1.804 -1.071 -1.609
H 1.227 -2.414 -1.229
O 0.954 -1.507 -1.386
H 1.188 -3.993 0.511
H 1.923 -4.947 -0.441
O 1.825 -4.038 -0.249
H 3.982 -0.624 0.130
H 4.129 -1.998 0.708
O 4.057 -1.086 0.966
H -2.507 2.718 -1.429
H -1.890 4.118 -1.853
O -2.112 3.559 -1.107
H 1.481 2.006 -1.514
H 1.846 1.899 -0.026
O 2.233 2.009 -0.900
H -2.253 -0.114 3.030
H -1.669 -1.372 3.668
O -2.139 -1.045 2.899
H -2.219 2.422 2.686
H -0.957 1.875 3.343
O -1.933 1.711 3.334
H 1.608 -2.048 4.015
H 1.086 -2.624 2.785
O 0.914 -1.835 3.367
H -1.714 -1.885 1.491
H -0.879 -1.937 0.064
O -1.433 -2.434 0.717
H -0.733 4.836 1.308
H -1.504 3.780 0.383
O -1.211 4.013 1.291
H -1.054 2.107 -2.798
H -0.663 3.090 -3.942
O -1.407 2.783 -3.451
H 3.034 -0.190 2.118
H 1.790 -0.521 2.586
O 2.311 0.311 2.501
H 3.110 0.703 -1.210
H 4.726 0.434 -1.316
O 3.848 0.093 -1.502
H 2.929 0.842 -3.696
H 1.448 0.432 -3.650
O 2.032 1.054 -4.074
H -0.561 -3.534 1.555
H -0.204 -4.853 2.396
O 0.130 -4.066 1.983

***

Energy comparison, zero being the most stable, in eV: <A> 3.563; <B> 0.000; <C> 0.354.

***

<A>
Computed, not measured: the ion C3H7FN3 with charge +1, with the ωB97M-V functional and the def2-TZVPD basis.

The calculation puts the molar mass at 104.11 g/mol. Its SMILES is [H]/N=C(\F)N1[NH2+][C@H]1C. As for the total charge: +1. For the HOMO energy, the calculation gives -15.75 eV.

Atoms and positions in Å:
H 2.897 -1.528 1.079
N 1.904 -1.164 0.828
C 1.794 -0.191 0.083
F 2.873 0.374 -0.469
N 0.600 0.122 -0.482
N -0.242 1.428 0.085
C -0.584 -0.071 0.280
C -1.797 -0.405 -0.514
H -0.723 1.740 -0.786
H 0.161 1.928 0.889
H -0.598 -0.629 1.220
H -2.368 0.424 -0.834
H -2.414 -1.088 0.033
H -1.505 -0.937 -1.413

***

<B>
Computed, not measured: the ion C3H7FN3 with charge +1, with the ωB97M-V functional and the def2-TZVPD basis.

The calculation puts the molar mass at 104.11 g/mol. Its SMILES is CC(=[NH2+])N/N=C\F. As for the total charge: +1. For the HOMO energy, the calculation gives -14.87 eV.

Atoms and positions in Å:
C -2.220 0.023 -0.197
C -0.681 -0.075 -0.096
N -0.169 -1.260 0.309
N 0.152 1.020 -0.011
N 1.557 1.048 -0.192
C 2.664 0.457 -0.032
F 2.849 -0.859 -0.022
H -2.562 0.583 -1.001
H -2.531 -0.974 -0.116
H -2.342 0.565 0.734
H -0.882 -2.069 0.411
H 0.755 -1.486 0.403
H -0.227 1.935 -0.142
H 3.635 1.093 -0.047

***

Energy comparison, zero being the most stable, in eV: <A> 1.365; <B> 0.000.